16
Properties=species:S:1:pos:R:3 method="wB97M-V/def2-TZVPD" multiplicity=1 lumo_energy_ev=1.058 de_lowest_kcal_mol=32.7 mol_weight_g_mol=95.14 homo_energy_ev=-9.7596 gap_ev=10.82 smiles="C1=NCC2(C1)CC2"
C -0.780 -0.850 -0.675
C -1.610 0.319 -1.158
N -1.576 1.361 -0.428
C -0.681 1.077 0.710
C 0.170 -0.093 0.236
C 1.301 -0.744 0.962
C 1.582 0.166 -0.206
H -0.289 -1.426 -1.467
H -1.424 -1.540 -0.103
H -2.225 0.280 -2.056
H -1.307 0.820 1.575
H -0.099 1.963 0.984
H 1.438 -1.811 0.801
H 1.577 -0.407 1.958
H 1.997 1.148 0.011
H 1.926 -0.264 -1.144